Formula: C37H29BF3InN2O19Rb
Source: the Open Molecules 2025 dataset
Level of theory: the ωB97M-V functional and the def2-TZVPD basis

The geometry in XYZ format:
```
93
Properties=species:S:1:pos:R:3:lowdin_charge:R:1
H -7.308 0.753 0.035 0.106
C 9.717 2.874 -1.198 -0.070
H -5.929 5.998 -8.048 0.107
H -6.928 -8.913 2.045 0.175
O 5.681 -6.387 -1.115 0.117
O -4.456 2.431 7.009 0.147
O -9.056 4.921 -4.201 0.069
C -4.774 3.509 -6.106 -0.008
O -0.151 -11.441 -1.351 0.157
O -5.397 -6.409 3.512 0.081
H 7.989 1.639 -3.890 0.122
C 8.874 1.961 -1.881 -0.074
C 10.429 3.782 -2.042 0.013
H -0.681 -4.121 1.395 -0.053
H 11.257 4.394 -1.717 0.119
H -1.606 -0.745 7.206 0.145
O -5.363 -8.556 3.406 0.146
C -6.079 -8.264 2.263 -0.350
O 5.839 -6.311 -3.212 0.088
H -9.154 2.282 0.050 0.103
H 10.526 4.806 -3.916 0.111
C -7.815 3.221 -3.007 -0.074
C 9.285 1.844 1.026 -0.043
C -7.399 1.412 -0.816 -0.070
H 9.307 3.037 -5.085 0.111
C -6.417 -6.764 2.615 -0.046
Rb 2.712 -7.806 4.611 0.947
C -8.504 2.244 -0.812 -0.047
O 1.547 4.129 1.409 0.054
O -1.566 -11.533 -2.936 0.140
O -3.707 -7.511 4.596 0.107
C 8.036 1.012 -1.038 -0.233
C 9.453 2.940 -4.019 -0.067
H -2.524 -0.713 5.740 0.144
C -3.706 -0.737 7.673 -0.294
C -2.530 -0.363 6.772 -0.094
O 0.007 2.637 0.541 0.101
F -0.025 7.044 1.185 0.148
H -4.120 4.361 -7.851 0.101
C 10.109 3.971 -3.372 -0.057
C -5.743 2.352 -4.128 -0.219
H -4.089 -1.659 7.238 0.163
H 0.921 -3.526 1.813 -0.057
H 10.338 2.274 2.888 0.115
C 1.677 5.563 1.305 -0.047
H -7.388 -6.841 3.105 0.140
C -8.718 3.127 -1.927 0.019
In 0.790 -3.550 -3.334 0.989
C -5.797 3.434 -5.169 -0.093
C -5.977 5.403 -7.148 -0.049
C -6.468 1.560 -1.847 -0.019
H 6.782 -0.470 0.762 0.114
H -5.643 0.918 -1.573 0.118
F -5.247 -8.385 1.286 0.133
C -8.050 4.159 -4.173 -0.231
B 0.189 -4.293 2.010 -0.274
O 7.137 0.297 -1.544 0.057
H 2.475 5.867 1.982 0.149
C 9.949 2.871 0.240 -0.304
H 2.011 5.733 0.281 0.153
H -7.717 6.089 -6.174 0.116
C -4.933 4.445 -7.144 -0.048
O -4.669 0.295 7.519 0.145
C -6.677 2.386 -2.925 -0.090
H 0.593 -5.137 1.474 -0.046
O 10.686 3.761 0.698 0.091
H 0.128 5.853 2.747 0.186
C 0.310 5.905 1.674 -0.370
H 0.052 -4.377 3.077 -0.067
C 9.608 1.621 2.432 0.025
C 7.989 -0.233 2.543 -0.053
N -0.715 -10.901 -2.280 -0.619
H -9.573 3.775 -1.807 0.112
C -6.932 5.348 -6.145 0.000
O -0.453 -9.738 -2.465 0.144
C -4.774 -7.517 3.941 -0.523
H 7.619 -1.180 2.907 0.105
C 0.360 3.794 0.869 -0.515
H -4.150 2.630 -6.039 0.112
C -3.961 1.317 6.962 -0.523
C -6.938 4.319 -5.161 -0.057
N 6.402 -6.324 -2.078 -0.591
H -6.341 -6.172 1.703 0.144
O -2.704 0.992 6.667 0.097
F -3.287 -0.860 8.973 0.071
O -0.398 4.895 0.928 0.142
H 9.347 0.407 4.109 0.102
C 8.959 0.598 3.120 -0.068
C 8.766 2.035 -3.254 -0.029
O -4.800 1.517 -4.167 0.042
C 8.247 0.998 0.446 -0.064
C 7.641 -0.001 1.219 -0.023
O 7.596 -6.006 -1.913 0.118
```

total charge = +1
gap between HOMO and LUMO = 1.76 eV
LUMO energy = -8.872 eV
energy = -95350.70558 eV